{"formula": "C4H9NO2", "method": "the ωB97M-V functional and the def2-TZVPD basis", "species": ["C", "C", "N", "C", "O", "H", "H", "H", "H", "H", "C", "O", "H", "H", "H", "H"], "xyz": [[-1.5901, 0.9022, 0.6214], [-1.7642, -0.5457, 0.1826], [-0.4873, -1.2539, 0.1473], [0.2512, -1.6281, 1.0321], [1.0388, -2.0347, 1.8002], [-0.9109, 1.4218, -0.0618], [-2.5588, 1.4124, 0.6228], [-1.1752, 0.9534, 1.6341], [-2.4445, -1.0862, 0.8491], [-2.1856, -0.5911, -0.8246], [2.2876, 0.5386, -0.9177], [1.0625, 0.4782, -1.6126], [2.9885, -0.2552, -1.2191], [2.7472, 1.5024, -1.1518], [2.1562, 0.4809, 0.1745], [0.5847, -0.2950, -1.2766]], "forces_ev_per_a": [[0.03, 0.03, 0.01], [-0.22, 0.06, 0.04], [0.40, -0.28, 0.50], [0.13, -0.11, 0.06], [-0.51, 0.26, -0.50], [-0.12, -0.06, 0.11], [0.14, -0.07, -0.02], [-0.06, -0.01, -0.14], [0.05, 0.10, -0.09], [0.09, -0.01, 0.14], [0.38, 0.11, 0.17], [-0.15, -0.19, -0.04], [-0.17, 0.12, 0.02], [-0.03, -0.13, 0.05], [-0.02, 0.03, -0.18], [0.05, 0.16, -0.12]], "lowdin_charge": [-0.08, -0.24, 0.08, -0.31, 0.16, 0.07, 0.08, 0.08, 0.11, 0.11, -0.17, -0.14, 0.08, 0.08, 0.07, 0.03], "gap_ev": 10.7966, "lumo_ev": 0.66, "smiles": "CCN=C=O.CO"}

***

{"formula": "C39H43ClP2Si2Ti", "method": "the ωB97M-V functional and the def2-TZVPD basis", "species": ["C", "C", "C", "H", "C", "C", "H", "H", "H", "H", "Ti", "Si", "C", "C", "H", "C", "H", "C", "H", "C", "H", "C", "H", "C", "C", "H", "C", "H", "C", "H", "C", "H", "C", "H", "H", "Si", "C", "C", "H", "C", "H", "C", "H", "C", "H", "C", "H", "C", "C", "H", "C", "H", "C", "H", "C", "H", "C", "H", "H", "Cl", "C", "P", "C", "C", "C", "C", "C", "C", "C", "P", "C", "C", "H", "H", "H", "H", "H", "H", "H", "H", "H", "H", "H", "H", "H", "H", "H", "H"], "xyz": [[-2.9661, -0.2665, 3.3965], [-3.0891, 0.6037, 2.2463], [-2.8155, -0.1717, 1.0624], [-3.4200, 1.6406, 2.2683], [-2.5414, -1.5393, 1.4801], [-2.6143, -1.5971, 2.9153], [-2.5169, -2.4955, 3.5217], [-3.2369, -0.0153, 4.4204], [-2.9179, 0.1812, 0.0416], [-2.3947, -2.3923, 0.8314], [-1.1101, -0.2341, 2.3299], [2.2013, 0.2910, -1.4057], [1.2702, 1.9218, -1.2870], [1.6684, 3.0186, -2.0611], [2.5404, 2.9241, -2.7112], [0.9700, 4.2293, -1.9851], [1.2993, 5.0802, -2.5795], [-0.1534, 4.3568, -1.1602], [-0.6939, 5.3005, -1.0940], [-0.5849, 3.2575, -0.4162], [-1.4877, 3.3106, 0.1972], [0.1592, 2.0787, -0.4450], [-0.1529, 1.2526, 0.2067], [0.7601, -0.9089, -1.7812], [-0.6399, -0.5737, -1.6273], [-1.0034, 0.4457, -1.5320], [-1.6697, -1.6089, -1.6323], [-2.7148, -1.3234, -1.4931], [-1.2680, -2.9514, -1.3344], [-2.0424, -3.6731, -1.0849], [0.0770, -3.2371, -1.2885], [0.3947, -4.2260, -0.9331], [1.0500, -2.2797, -1.5981], [2.0998, -2.5873, -1.5520], [0.7340, 0.2841, 1.8842], [-0.9077, -1.2716, -3.3244], [-0.4320, -2.5660, -4.6497], [-1.2720, -2.6391, -5.7790], [-2.1543, -1.9907, -5.8263], [-0.9822, -3.5054, -6.8431], [-1.6452, -3.5342, -7.7030], [0.1592, -4.3220, -6.8022], [0.3976, -4.9848, -7.6401], [0.9913, -4.2767, -5.6807], [1.8704, -4.9249, -5.6302], [0.7084, -3.3934, -4.6267], [1.3912, -3.3509, -3.7788], [-1.0974, 0.3802, -4.3085], [-2.3212, 1.0557, -4.3603], [-3.2318, 0.5365, -4.0556], [-2.3635, 2.3897, -4.7852], [-3.3106, 2.9278, -4.7837], [-1.1972, 3.0435, -5.1954], [-1.2266, 4.0996, -5.4718], [0.0014, 2.3275, -5.2663], [0.9069, 2.8118, -5.6354], [0.0483, 0.9987, -4.8311], [0.9933, 0.4506, -4.8743], [3.5365, 0.5396, -1.9154], [2.7199, -0.4887, 0.4828], [-0.2026, 2.3254, 3.1751], [1.2511, 1.3451, 2.7990], [2.4060, 2.4100, 1.9626], [2.1994, 0.4204, 4.0451], [3.5996, 0.3256, 3.9946], [4.2886, -0.5317, 4.8561], [3.5899, -1.2803, 5.8065], [2.1908, -1.2006, 5.8718], [1.4940, -0.3981, 4.9681], [-0.3349, -0.4113, 4.8424], [-0.8289, -1.8295, 5.8638], [-0.7715, 0.9515, 6.0055], [-0.3065, 3.1038, 2.4073], [-0.0600, 2.8055, 4.1497], [-1.1602, 1.7322, 3.1884], [2.6749, 3.2312, 2.6457], [3.3046, 1.8549, 1.6798], [1.9532, 2.8278, 1.0553], [4.1669, 0.9155, 3.2778], [5.3745, -0.6130, 4.7842], [4.1241, -1.9367, 6.4960], [1.6559, -1.7781, 6.6298], [-0.5501, -1.6276, 6.9081], [-1.9150, -1.9699, 5.8012], [-0.3270, -2.7403, 5.5168], [-1.6968, 1.4432, 5.6781], [0.0369, 1.6923, 6.0697], [-0.9300, 0.5247, 7.0059]], "forces_ev_per_a": [[-1.49, -0.46, -0.57], [-0.85, -1.03, 0.12], [-1.22, -0.57, 0.04], [0.27, -0.26, -0.01], [-1.20, 0.30, -0.01], [-1.44, 0.23, -0.30], [0.06, 0.35, -0.23], [0.21, 0.01, -0.30], [0.06, -0.03, 0.27], [0.17, 0.20, 0.13], [4.94, 1.53, 2.73], [-2.06, 0.14, 1.37], [0.50, 0.40, 0.12], [-0.23, 0.10, 0.23], [-0.22, 0.15, 0.08], [-0.07, 0.04, 0.05], [-0.05, -0.16, 0.13], [0.18, -0.23, -0.20], [0.14, -0.19, -0.14], [0.38, -0.03, 0.00], [0.29, 0.02, -0.10], [-0.34, 0.11, -0.15], [0.06, 0.19, -0.26], [0.79, -2.47, 1.51], [1.72, 2.49, 0.91], [0.42, -0.22, -0.09], [-1.95, -0.07, -2.74], [0.53, 0.02, 0.29], [2.02, -1.77, 1.49], [0.33, -0.02, 0.05], [-2.79, -1.65, 0.76], [-0.13, 0.38, -0.39], [2.11, 2.10, -0.59], [-0.36, 0.10, -0.23], [0.00, 0.01, -1.63], [-1.68, 0.76, -3.30], [1.06, -0.32, 0.16], [0.16, -0.01, 0.09], [0.28, -0.25, -0.07], [0.28, 0.08, 0.45], [0.10, 0.00, 0.10], [-0.23, 0.23, 0.24], [-0.14, 0.23, 0.34], [-0.16, 0.27, 0.00], [-0.26, 0.27, 0.00], [-0.31, -0.15, -0.27], [-0.21, -0.02, -0.15], [-0.36, -0.82, 0.34], [0.27, 0.50, -0.09], [0.19, 0.28, 0.02], [0.06, -0.06, 0.03], [0.18, -0.10, -0.01], [-0.06, -0.30, 0.00], [-0.01, -0.35, 0.01], [-0.11, -0.16, 0.12], [-0.23, -0.13, 0.09], [-0.16, 0.31, 0.09], [-0.19, 0.14, 0.05], [0.13, -0.29, -0.92], [0.45, 0.16, -0.34], [-0.39, 0.39, 0.04], [0.25, -1.79, 2.13], [0.38, 0.42, -0.64], [-0.54, 1.06, 0.32], [0.47, -0.30, 0.13], [-0.24, 0.26, -0.40], [-0.54, -0.09, 0.28], [0.87, 0.07, -0.06], [-0.65, -0.36, -0.13], [1.20, -0.08, -1.20], [-0.02, -0.26, 0.49], [-0.36, 0.17, 0.33], [0.16, 0.01, 0.19], [-0.20, -0.12, -0.19], [0.52, 0.49, -0.13], [-0.13, -0.29, -0.17], [-0.21, 0.19, 0.01], [0.15, -0.06, 0.25], [-0.08, -0.14, 0.19], [-0.32, 0.08, 0.03], [-0.13, 0.21, -0.22], [0.19, 0.13, -0.34], [-0.19, -0.27, -0.16], [0.22, 0.04, 0.04], [-0.18, 0.21, 0.00], [0.18, -0.02, 0.16], [-0.24, -0.21, -0.06], [0.04, 0.27, -0.18]], "lowdin_charge": [-0.27, -0.22, -0.22, 0.11, -0.21, -0.25, 0.10, 0.10, 0.09, 0.08, 0.40, 0.45, -0.32, -0.11, 0.10, -0.08, 0.10, -0.07, 0.10, -0.08, 0.11, -0.18, 0.04, -0.33, -0.28, 0.11, -0.28, 0.12, -0.12, 0.12, -0.11, 0.12, -0.24, 0.09, -0.09, 0.80, -0.22, -0.10, 0.10, -0.09, 0.10, -0.09, 0.10, -0.09, 0.10, -0.09, 0.08, -0.24, -0.10, 0.10, -0.09, 0.10, -0.10, 0.10, -0.10, 0.10, -0.10, 0.11, -0.02, 0.37, -0.26, 0.80, -0.23, -0.36, -0.11, -0.09, -0.09, -0.09, -0.38, 0.85, -0.28, -0.25, 0.05, 0.06, 0.01, 0.08, 0.01, 0.04, 0.09, 0.10, 0.10, 0.09, 0.04, 0.04, 0.05, 0.03, 0.04, 0.04], "spin_multiplicity": 3, "gap_ev": [4.2436, 4.0924], "s2": 2.155, "lumo_ev": [0.15, 0.23]}

***

Going through the records in order, we get energy above the lowest of the compared OMol25 structures with the same formula, charge and spin values of 141.93; 264.18 kJ/mol.
Going through the records in order, we get DFT total energy values of -9878.590; -111102.818 eV.